Density functional theory data (ωB97M-V/def2-TZVPD) for a 2-piece molecular cluster, C3H3NO overall.

SMILES   C=C=O.C#N
HOMO energy   -9.25 eV
Frontier orbital gap   10.103 eV

Cartesian coordinates (Å):
C  -3.20245  -0.23669  -0.70689
C  0.36702  -0.71013  0.11244
C  -0.03595  0.30645  -0.51654
N  -2.79975  0.82810  -0.71760
O  0.48994  -1.71398  0.73911
H  -3.76388  -1.22661  -0.69045
H  -0.13820  0.34185  -1.52758
H  0.08240  1.27104  -0.04144

Density functional theory data (ωB97M-V/def2-TZVPD) for one molecule with the formula C3H3NO.

SMILES   CC(=O)C#N
HOMO energy   -11.32 eV
Frontier orbital gap   10.718 eV

Cartesian coordinates (Å):
C  0.77962  -0.62181  -0.03534
C  0.00548  0.70848  0.10960
C  -1.50836  0.51100  0.07813
H  1.76035  -0.31898  -0.75220
H  1.05276  -0.93114  1.07854
H  0.16862  -1.47484  -0.38906
N  -2.68380  0.27600  -0.06029
O  0.42532  1.85130  -0.02938

Density functional theory data (ωB97M-V/def2-TZVPD) for one molecule with the formula C3H3NO.

SMILES   c1cocn1
HOMO energy   -9.51 eV
Frontier orbital gap   10.562 eV

Cartesian coordinates (Å):
C  0.41358  -0.85762  0.63110
C  0.75367  0.51275  0.40359
C  -0.95196  0.28731  -0.75580
N  -0.10386  1.26800  -0.52639
O  -0.71562  -0.94477  -0.21545
H  0.81322  -1.75161  0.97755
H  1.55645  1.16925  0.81382
H  -1.76548  0.31669  -1.32841

Density functional theory data (ωB97M-V/def2-TZVPD) for one molecule with the formula C3H3NO2.

SMILES   N#C[C@@H](O)C=O
HOMO energy   -10.91 eV
Frontier orbital gap   11.007 eV

Cartesian coordinates (Å):
O  0.11269  1.37617  -0.71216
C  0.26256  0.24170  0.06671
C  -0.99117  -0.59638  0.10316
O  -2.04157  -0.01283  -0.02476
C  1.57670  -0.38867  -0.12674
N  2.63059  -0.86465  -0.12004
H  -0.85171  1.51753  -0.77672
H  0.18282  0.37900  1.18222
H  -0.88090  -1.65186  0.40832

Density functional theory data (ωB97M-V/def2-TZVPD) for a 2-piece molecular cluster, C3H3NO2 overall.

HOMO energy   -10.02 eV
Frontier orbital gap   10.697 eV

Cartesian coordinates (Å):
O  -1.51346  2.85725  0.64977
C  -1.62600  1.73175  0.59802
C  -0.52147  -1.28358  -0.39298
N  0.50884  -0.69868  -0.71982
C  1.44788  -0.02032  -0.03737
O  1.24216  1.02106  0.51904
H  -0.78005  -1.46365  0.62597
H  -1.19745  -1.63972  -1.14580
H  2.43955  -0.50410  -0.09683

Density functional theory data (ωB97M-V/def2-TZVPD) for one molecule with the formula C3H3NO2.

SMILES   Oc1ccon1
HOMO energy   -10.22 eV
Frontier orbital gap   10.926 eV

Cartesian coordinates (Å):
O  2.06556  -0.00398  -0.09965
C  0.81059  -0.33991  0.26288
N  0.31799  -1.52740  0.44566
O  -1.05684  -1.32455  0.28131
C  -1.29940  -0.04348  -0.01329
C  -0.16735  0.67376  0.03548
H  1.64432  0.60200  -0.76417
H  -2.31596  0.22286  -0.24815
H  0.00110  1.74069  0.09993

Density functional theory data (ωB97M-V/def2-TZVPD) for a 2-piece molecular cluster, C3H3NO2 overall.

SMILES   C=C=C=O.N=O
HOMO energy (alpha / beta)   -8.85 / -8.85 eV
Frontier orbital gap (alpha / beta)   8.081 / 8.086 eV

Cartesian coordinates (Å):
C  -1.33697  0.92334  -0.15874
C  -0.12581  1.40184  -0.41239
C  1.13879  1.47801  -0.51676
N  0.69910  -2.51341  0.90988
O  2.31563  1.46341  -0.64866
O  0.01019  -1.51186  1.03216
H  -1.86976  0.26910  -0.82318
H  0.95380  -2.81701  -0.03598
H  -1.78497  1.30657  0.65369

Density functional theory data (ωB97M-V/def2-TZVPD) for one molecule with the formula C3H3NO2.

HOMO energy (alpha / beta)   -9.04 / -8.87 eV
Frontier orbital gap (alpha / beta)   7.668 / 8.467 eV

Cartesian coordinates (Å):
O  -0.20226  0.61514  -1.51593
C  -0.26942  0.18762  -0.24084
C  0.69214  0.73685  0.68788
O  1.42177  1.65083  0.32392
C  -0.95307  -0.99940  0.06662
N  -1.76729  -1.85855  0.36438
H  0.57933  1.20544  -1.52656
H  -0.21264  -1.86946  0.12598
H  0.71144  0.33155  1.71454

Density functional theory data (ωB97M-V/def2-TZVPD) for C3H3NO2 as an isolated structure.

HOMO energy   -9.47 eV
Frontier orbital gap   9.374 eV

Cartesian coordinates (Å):
C  -1.01761  -0.22863  0.15188
O  -0.62524  0.96320  -0.54313
C  0.71092  0.95264  -0.55010
O  1.47843  1.73363  -1.00840
C  0.96980  -0.35796  0.20499
N  1.60261  -1.25124  0.71280
H  0.24871  -1.22346  0.71366
H  -1.57416  0.03830  1.05171
H  -1.58695  -0.87416  -0.51880

Density functional theory data (ωB97M-V/def2-TZVPD) for one molecule with the formula C3H3NO2S.

HOMO energy   -9.48 eV
Frontier orbital gap   9.534 eV

Cartesian coordinates (Å):
C  -0.17834  -1.81242  -0.25282
C  1.17684  -0.08393  0.35580
C  -0.06125  0.56300  -0.28841
N  -0.82796  -0.57829  -0.52910
O  -2.63541  1.34065  -0.30271
O  1.00733  -1.52463  0.14153
S  -1.73453  0.56406  0.46524
H  2.20863  0.34091  0.09023
H  1.10010  -0.10274  1.40496
H  -0.05542  1.29339  -1.08471

Density functional theory data (ωB97M-V/def2-TZVPD) for one molecule with the formula C3H3NO2S2.

SMILES   O=C1N=CC(S)(S)O1
HOMO energy   -9.47 eV
Frontier orbital gap   8.628 eV

Cartesian coordinates (Å):
C  -0.22947  -0.20388  -1.36681
C  -1.80037  -0.12978  0.20467
C  0.48625  0.02345  -0.11329
N  -1.51742  -0.36112  -1.19453
O  -2.86299  -0.06500  0.72395
O  -0.53811  0.12195  0.88679
S  1.45889  1.60344  0.01101
S  1.63572  -1.34580  0.26064
H  0.37147  -0.31437  -2.34662
H  1.07248  1.77802  1.33645
H  1.92356  -1.10690  1.59773

Density functional theory data (ωB97M-V/def2-TZVPD) for C3H3NO3 as an isolated structure.

HOMO energy   -8.47 eV
Frontier orbital gap   8.507 eV

Cartesian coordinates (Å):
C  0.91790  -0.23931  -0.02600
C  0.36068  0.95627  -0.09908
C  -1.13067  -0.43037  0.03013
H  2.95641  -0.18873  0.73639
H  0.92440  1.83258  -0.03379
H  -2.86328  0.05111  -0.49605
N  -1.00385  0.89428  0.01140
O  2.23238  -0.76757  -0.08313
O  -2.37202  -0.88326  0.06862
O  -0.02194  -1.22501  -0.10849

Density functional theory data (ωB97M-V/def2-TZVPD) for one molecule with the formula C3H3NO3S.

SMILES   O=CC(=O)NOC=S
HOMO energy   -9.12 eV
Frontier orbital gap   8.097 eV

Cartesian coordinates (Å):
C  -1.81668  -0.35601  0.44297
C  1.46125  -0.13837  -0.10174
C  0.96356  1.33906  -0.28728
H  -1.63281  -0.33341  1.49980
H  0.60305  -1.99710  0.10666
H  1.53619  2.00448  -0.99013
N  0.37904  -1.05703  0.21473
O  -0.86484  -0.71867  -0.42256
O  2.62681  -0.50140  -0.37624
O  -0.04090  1.66086  0.28822
S  -3.21468  0.09757  -0.37441

Density functional theory data (ωB97M-V/def2-TZVPD) for one molecule with the formula C3H3NO3S.

SMILES   O=C/C(=N\S)C(=O)O
HOMO energy   -9.87 eV
Frontier orbital gap   8.757 eV

Cartesian coordinates (Å):
C  -0.10524  0.01085  -0.02896
C  0.14508  -0.67475  1.27382
C  1.10611  0.57676  -0.69407
H  -2.45581  -0.96422  0.98911
H  1.20715  -0.70869  1.60243
H  1.72853  1.41722  -2.21416
N  -1.22674  0.18355  -0.62404
O  -0.74248  -1.14316  1.95733
O  0.87145  1.09494  -1.90077
O  2.20732  0.57400  -0.18555
S  -2.73538  -0.36652  -0.17513

Density functional theory data (ωB97M-V/def2-TZVPD) for C3H3NO3S as an isolated structure.

HOMO energy   -9.50 eV
Frontier orbital gap   8.705 eV

Cartesian coordinates (Å):
C  0.33080  1.75765  0.60681
C  -0.10724  0.43432  0.00629
C  -0.60428  -2.44749  -0.50163
H  1.29875  3.27645  0.02715
H  -1.15706  -3.39189  -1.10819
H  0.40716  -1.92000  -1.22186
N  -0.97061  -2.03781  0.65107
O  0.91843  2.38731  -0.33670
O  0.13501  2.26478  1.72792
O  0.01831  0.30977  -1.24083
S  -0.26926  -0.63310  1.38996

Density functional theory data (ωB97M-V/def2-TZVPD) for a 2-piece molecular cluster, C3H3NO4 overall.

HOMO energy   -10.60 eV
Frontier orbital gap   9.255 eV

Cartesian coordinates (Å):
C  0.38088  -0.07492  0.08639
C  1.63938  0.37750  0.62942
C  -0.31662  1.02034  -0.76816
H  -1.45118  -2.06028  1.33924
H  2.01543  1.51567  0.96102
H  -2.04100  -0.05850  -0.98113
N  -0.06116  -1.09752  0.59909
O  -1.21493  -1.64835  0.00953
O  2.42565  -0.72370  0.85378
O  -1.52192  0.68988  -1.65862
O  0.14545  2.05987  -1.07055

Density functional theory data (ωB97M-V/def2-TZVPD) for one molecule with the formula C3H3NOS.

SMILES   C#CC(=O)NS
HOMO energy   -10.03 eV
Frontier orbital gap   10.489 eV

Cartesian coordinates (Å):
C  -2.40807  0.47933  -0.19529
C  -1.21707  0.67319  -0.32353
C  0.12690  1.07821  -0.14304
N  1.03078  0.01698  -0.47732
O  0.43375  2.13852  0.23001
S  2.73374  -0.02957  -0.03459
H  -3.33527  0.16342  0.00928
H  0.45691  -0.81687  -0.63823
H  2.99933  0.39081  -1.24606

Density functional theory data (ωB97M-V/def2-TZVPD) for one molecule with the formula C3H3NOS2.

SMILES   S=C1ON=C[C@H]1S
HOMO energy   -9.36 eV
Frontier orbital gap   8.739 eV

Cartesian coordinates (Å):
C  0.38342  -0.28119  0.08362
C  -0.71621  -0.73585  0.96299
C  -0.08644  1.05575  -0.22850
H  1.62250  -0.41318  -1.91185
H  1.32163  -0.22401  0.64238
H  -0.76563  -1.65661  1.52821
N  -1.65860  0.09361  1.09966
O  -1.32842  1.22645  0.36325
S  0.74115  -1.30932  -1.37758
S  0.48660  2.24436  -1.16219

Density functional theory data (ωB97M-V/def2-TZVPD) for one molecule with the formula C3H3NOS2.

SMILES   O=CC1=NSCS1
HOMO energy   -8.67 eV
Frontier orbital gap   7.631 eV

Cartesian coordinates (Å):
C  -2.06489  -0.88481  0.08658
C  -0.62213  -0.49387  0.22521
C  1.44397  1.08985  0.16104
H  -2.54718  -1.97363  0.08485
H  2.11909  2.02930  -0.48680
H  1.44271  1.41857  1.30603
N  0.37982  -1.39705  0.17486
O  -2.88934  0.08741  -0.20119
S  1.94576  -0.71871  -0.17309
S  -0.26453  1.30239  -0.03663

Density functional theory data (ωB97M-V/def2-TZVPD) for C3H3NOS2 as an isolated structure.

HOMO energy   -9.05 eV
Frontier orbital gap   8.287 eV

Cartesian coordinates (Å):
C  -0.87990  -1.38996  0.46266
C  -0.87198  0.80828  -0.27332
C  0.92335  0.01790  -0.69665
N  -1.47882  -0.25427  0.24610
O  -1.10912  1.94541  -0.50330
S  0.72028  -1.58102  -0.00840
S  1.88801  1.06087  0.36858
H  -1.31524  -2.08775  1.08405
H  1.33315  -0.07062  -1.65378
H  0.79027  1.55117  0.97408

Max |F| values (in Eh/bohr) by entry order: 0.1100, 0.1192, 0.1474, 0.0238, 0.0409, 0.0483, 0.0714, 0.0341, 0.0136, 0.0620, 0.0647, 0.1166, 0.0853, 0.0160, 0.0918, 0.1701, 0.0897, 0.0570, 0.1190, 0.0726.
ΔE to the lowest compared entry with this formula, charge and spin values (in kcal per mole) by entry order: 40.9, 27.3, 24.5, 47.4, 46.2, 75.5, 147.7, 117.5, 127.3, 128.9, 20.7, 93.0, 92.8, 35.0, 81.4, 192.1, 54.3, 57.1, 77.8, 51.2.
Total energy values (in Ha) by entry order: -246.02634, -246.04801, -246.05248, -321.30211, -321.30398, -321.25735, -321.14228, -321.19046, -321.17485, -719.37485, -1117.69304, -396.47616, -794.66237, -794.75447, -794.68047, -471.56697, -644.20041, -1042.40763, -1042.37477, -1042.41709.